Entry 1:
Here is a single C4H6N2S2 molecule at a distorted geometry from OMol25. Energies are from ωB97M-V/def2-TZVPD.

Last column: Löwdin charge in e.
Element x y z (Å)
C1 2.846279 0.503017 0.102640  -0.744
C2 0.354928 0.305468 -0.161904  -0.646
C3 -1.935618 0.160762 -0.311382  -0.254
C4 -1.607337 -1.311426 0.165245  -0.438
H1 3.422080 1.406908 0.564129  0.098
H2 1.437539 2.020610 0.284615  0.181
H3 -2.732995 0.688966 0.326645  0.126
H4 -2.322984 0.155662 -1.340124  0.102
H5 -2.212095 -2.021796 -0.386562  0.068
H6 -1.831170 -1.472391 1.211365  0.058
N1 1.583297 0.986053 0.025102  -0.045
N2 -0.724708 0.992196 -0.206811  0.006
S1 3.539299 -0.964647 -0.223477  0.583
S2 0.183481 -1.449386 -0.049486  0.904

Forces on atoms 1 to 2 (eV/Å):
1.2 1.3 1.1
-1.2 0.6 0.6

Output
- HOMO-LUMO gap: 8.9 eV
- Spin multiplicity: 1
- Charge: 0
- Structure (SMILES): S=CNC1=NCCS1
- F_max: 0.0484 Eh/bohr

Entry 2:
Here is a molecular structure, C4H6N2S2 at a distorted geometry from OMol25. Energies are from ωB97M-V/def2-TZVPD.

Last column: Löwdin charge in e.
Element x y z (Å)
C1 0.311041 0.597422 0.639038  -0.818
C2 1.672119 0.153483 0.631868  -0.255
C3 0.014580 -1.608371 -0.620136  -0.131
C4 -0.504414 -0.652378 0.531994  -0.611
H1 1.431082 2.493441 -0.200260  -0.097
H2 0.379818 1.037899 1.624635  0.101
H3 2.249125 0.640034 1.548336  0.160
H4 -0.610327 -2.131542 -1.237798  0.050
H5 -0.225013 -1.240721 1.530822  0.162
H6 -2.687818 -1.587536 -0.763373  0.049
N1 2.120620 -0.991865 0.160351  0.036
N2 1.284679 -1.600434 -0.662883  -0.021
S1 0.248519 1.905128 -0.550863  0.779
S2 -2.331888 -0.155530 0.170787  0.595

Forces on atoms 1 to 2 (eV/Å):
0.5 0.3 0.3
4.3 -2.6 2.7

Output
- HOMO-LUMO gap: 8.6 eV
- Spin multiplicity: 1
- Charge: 0
- F_max: 0.1282 Eh/bohr

Entry 3:
Here is a molecular structure, C4H6N2S2 at a distorted geometry from OMol25. Energies are from ωB97M-V/def2-TZVPD.

Last column: Löwdin charge in e.
Element x y z (Å)
C1 -1.525257 -1.604183 -0.109768  -0.379
C2 -0.427551 0.747249 -0.082958  -0.891
C3 2.033728 -0.025054 -0.639258  -0.399
C4 0.213945 1.716597 0.679108  -0.329
H1 -0.926911 -1.953408 -1.004221  0.065
H2 -2.313699 -1.044542 -0.285390  -0.022
H3 -1.634865 -2.423184 0.502242  -0.011
H4 -1.438121 0.901653 -0.394416  0.069
H5 2.682465 -1.195047 -0.627815  0.176
H6 -0.238112 2.533580 1.105384  0.090
N1 2.088611 0.672242 0.515844  -0.130
N2 1.504791 1.883544 0.825618  0.043
S1 -0.518839 -0.691982 1.089862  0.852
S2 0.499817 0.482537 -1.574230  0.865

Forces on atoms 1 to 2 (eV/Å):
5.5 -2.0 0.1
-0.2 -2.9 0.2

Output
- HOMO-LUMO gap: 9.2 eV
- Spin multiplicity: 1
- Charge: 0
- F_max: 0.1138 Eh/bohr

Entry 4:
Here is a gas-phase ion, C4H6N3 (charge +1) at a distorted geometry from OMol25. Energies are from ωB97M-V/def2-TZVPD.

Last column: Löwdin charge in e.
Element x y z (Å)
C1 1.344076 0.770030 0.151305  0.034
C2 -0.978862 0.030151 -0.092929  -0.411
C3 -0.049494 1.161261 -0.259806  -0.038
C4 0.699981 -1.300275 0.037945  -0.120
N1 1.625009 -0.471813 0.445236  0.147
N2 -1.908276 -0.208338 0.617049  0.266
N3 -0.383345 -1.161781 -0.685842  0.188
H1 2.175655 1.453173 0.381368  0.156
H2 -0.176833 2.114076 0.216110  0.140
H3 -0.079662 1.394833 -1.336979  0.167
H4 1.041879 -2.279606 0.212327  0.146
H5 -2.261227 0.471789 1.237508  0.098
H6 -1.048903 -1.973498 -0.923292  0.227

Forces on atoms 1 to 2 (eV/Å):
0.3 -0.7 0.8
1.8 0.8 -1.1

Output
- HOMO-LUMO gap: 9.4 eV
- Spin multiplicity: 1
- Charge: +1
- Structure (SMILES): [H]/N=C1\CC=NC=[NH+]1
- F_max: 0.0944 Eh/bohr